(1)
C4H18N2O5 | the ωB97M-V functional and the def2-TZVPD basis

Last columns: bonded neighbours and bond lengths (Å).
Element x y z (Å)
1 O -0.7695 3.4790 0.2563  C2 1.210
2 C 0.4172 3.4324 0.0250  O1 1.210, C3 1.474, H8 1.072
3 C 1.0934 2.3929 -0.7712  C2 1.474, C4 1.548, N7 1.425, H9 1.192
4 C 0.9872 1.0888 0.0555  C3 1.548, C5 1.569, H10 1.163, H11 1.089
5 C -0.4646 0.5630 0.3355  C4 1.569, N6 1.517, H12 1.116, H13 1.089
6 N -0.8832 0.0211 -1.0180  C5 1.517, H14 1.049, H15 0.970
7 N 0.7905 2.2613 -2.1576  C3 1.425, H16 0.999, H17 1.059
8 H 1.0765 4.0330 0.6194  C2 1.072
9 H 2.2115 2.7440 -0.5540  C3 1.192
10 H 1.4539 0.3389 -0.7007  C4 1.163
11 H 1.5425 1.1372 0.9913  C4 1.089
12 H -0.3899 -0.2845 1.0572  C5 1.116
13 H -1.0974 1.4238 0.5456  C5 1.089
14 H -0.9770 -1.0094 -1.1898  N6 1.049
15 H -1.7733 0.4010 -1.0904  N6 0.970
16 H 0.0661 2.8092 -2.5726  N7 0.999
17 H 0.7860 1.2449 -2.4565  N7 1.059
18 H -2.2346 0.6632 2.8382  O20 0.891
19 H -1.8658 -0.7321 3.4486  O20 1.093
20 O -2.5095 -0.1810 2.7578  H18 0.891, H19 1.093
21 H -0.8644 -1.8281 1.9138  O23 0.993
22 H -0.4405 -3.2249 2.4306  O23 0.949
23 O -0.6222 -2.3425 2.7278  H21 0.993, H22 0.949
24 H -0.2153 -2.8406 -1.6002  O26 1.021
25 H -0.3151 -2.7323 -2.9301  O26 0.858
26 O -0.8778 -2.5329 -2.3140  H24 1.021, H25 0.858
27 H 1.6187 -3.8096 -0.8284  O29 0.952
28 H 2.2548 -3.4023 0.4857  O29 0.879
29 O 2.0018 -3.1132 -0.3047  H27 0.952, H28 0.879

Results
Energy relative to the best compared isomer or geometry (same formula, charge and spin), kcal/mol: 116.6
Highest occupied orbital energy, eV: -8.3
HOMO-LUMO gap, eV: 8.188
SMILES string: NCC[C@@H](N)C=O.O.O.O.O
2S+1: 1
Total energy, eV: -17654.3098

Charges computed using Löwdin, reported in e: number 1, O, carries 0.048; number 2, C, carries -0.240; number 3, C, carries -0.429; number 4, C, carries -0.150; number 5, C, carries -0.209; number 6, N, carries 0.006; number 7, N, carries 0.049; number 8, H, carries 0.110; number 9, H, carries 0.150; number 10, H, carries 0.134; number 11, H, carries 0.104; number 12, H, carries 0.076; number 13, H, carries 0.086; number 14, H, carries 0.042; number 15, H, carries 0.034; number 16, H, carries 0.070; number 17, H, carries 0.095; number 18, H, carries -0.051; number 19, H, carries 0.131; number 20, O, carries -0.079; number 21, H, carries 0.029; number 22, H, carries 0.025; number 23, O, carries -0.069; number 24, H, carries 0.083; number 25, H, carries -0.058; number 26, O, carries -0.003; number 27, H, carries 0.034; number 28, H, carries -0.037; number 29, O, carries 0.019

(2)
C26H27 | the ωB97M-V functional and the def2-TZVPD basis

Last columns: bonded neighbours and bond lengths (Å).
Element x y z (Å)
1 C 3.3820 2.7536 -0.6641  C2 1.501, H12 1.099, H13 1.098, H14 1.099
2 C 3.6743 1.2819 -0.6476  C1 1.501, C3 1.448, C11 1.385
3 C 2.6171 0.2970 -0.5605  C2 1.448, C4 1.404, C6 1.448
4 C 1.2895 0.7374 -0.4374  C3 1.404, C5 1.489, H15 1.097
5 C 0.1477 0.0150 0.1884  C4 1.489, H16 1.105, H17 1.096, C26 1.483
6 C 3.0176 -1.0943 -0.6039  C3 1.448, C7 1.497, C8 1.386
7 C 2.0397 -2.2264 -0.6495  C6 1.497, H18 1.096, H19 1.097, H20 1.098
8 C 4.3628 -1.4247 -0.6485  C6 1.386, C9 1.397, H21 1.091
9 C 5.3740 -0.4614 -0.6662  C8 1.397, C10 1.494, C11 1.400
10 C 6.8125 -0.8625 -0.6856  C9 1.494, H22 1.092, H23 1.095, H24 1.096
11 C 5.0018 0.8880 -0.6838  C2 1.385, C9 1.400, H25 1.093
12 H 4.3345 3.3013 -0.6760  C1 1.099
13 H 2.8202 3.0430 -1.5622  C1 1.098
14 H 2.8173 3.0872 0.2173  C1 1.099
15 H 1.0747 1.7839 -0.6872  C4 1.097
16 H 0.1997 0.2490 1.2667  C5 1.105
17 H 0.3220 -1.0653 0.1227  C5 1.096
18 H 2.5861 -3.1738 -0.7147  C7 1.096
19 H 1.4431 -2.3189 0.2666  C7 1.097
20 H 1.3766 -2.1584 -1.5220  C7 1.098
21 H 4.6336 -2.4811 -0.6826  C8 1.091
22 H 7.4476 0.0260 -0.6901  C10 1.092
23 H 7.0658 -1.4619 0.1955  C10 1.095
24 H 7.0569 -1.4628 -1.5692  C10 1.096
25 H 5.7864 1.6477 -0.7305  C11 1.093
26 C -1.2150 0.2868 -0.3294  C5 1.483, C27 1.552, C33 1.531, H41 1.103
27 C -1.5410 -0.5837 -1.5727  C26 1.552, C28 1.400, C32 1.398
28 C -1.0837 -0.1643 -2.8276  C27 1.400, C29 1.398, H42 1.094
29 C -1.4559 -0.8532 -3.9860  C28 1.398, C30 1.402, H43 1.089
30 C -2.2438 -2.0095 -3.8911  C29 1.402, C31 1.401, H44 1.088
31 C -2.6410 -2.4711 -2.6294  C30 1.401, C32 1.400, H45 1.090
32 C -2.2616 -1.7781 -1.4742  C27 1.398, C31 1.400, H46 1.094
33 C -2.2541 0.1490 0.7868  C26 1.531, C34 1.353, H47 1.088
34 C -2.6002 1.1670 1.6083  C33 1.353, C35 1.453, H48 1.098
35 C -3.6948 1.1449 2.5643  C34 1.453, C36 1.416, C40 1.417
36 C -4.0056 2.3240 3.2850  C35 1.416, C37 1.391, H49 1.087
37 C -4.9554 2.3119 4.3008  C36 1.391, C38 1.404, H50 1.088
38 C -5.6381 1.1253 4.6125  C37 1.404, C39 1.404, H51 1.092
39 C -5.4105 -0.0280 3.8441  C38 1.404, C40 1.401, H52 1.093
40 C -4.4654 -0.0182 2.8105  C35 1.417, C39 1.401, H53 1.093
41 H -1.2507 1.3370 -0.6650  C26 1.103
42 H -0.4556 0.7286 -2.8949  C28 1.094
43 H -1.1360 -0.4866 -4.9599  C29 1.089
44 H -2.5447 -2.5500 -4.7858  C30 1.088
45 H -3.2462 -3.3729 -2.5337  C31 1.090
46 H -2.5628 -2.1654 -0.4963  C32 1.094
47 H -2.6833 -0.8380 0.9428  C33 1.088
48 H -2.0203 2.0990 1.5794  C34 1.098
49 H -3.4760 3.2377 3.0297  C36 1.087
50 H -5.1763 3.2266 4.8472  C37 1.088
51 H -6.3738 1.1082 5.4189  C38 1.092
52 H -5.9846 -0.9368 4.0433  C39 1.093
53 H -4.3071 -0.9094 2.1970  C40 1.093

Results
Highest occupied orbital energy, eV: -10.5
HOMO-LUMO gap, eV: 4.925
Total charge: +1
2S+1: 1
Total energy, eV: -27392.4187

Charges computed using Löwdin, reported in e: number 1, C, carries -0.031; number 2, C, carries -0.160; number 3, C, carries -0.096; number 4, C, carries 0.139; number 5, C, carries -0.136; number 6, C, carries -0.139; number 7, C, carries -0.026; number 8, C, carries 0.020; number 9, C, carries -0.196; number 10, C, carries -0.012; number 11, C, carries 0.023; number 12, H, carries 0.092; number 13, H, carries 0.104; number 14, H, carries 0.101; number 15, H, carries 0.134; number 16, H, carries 0.170; number 17, H, carries 0.092; number 18, H, carries 0.093; number 19, H, carries 0.093; number 20, H, carries 0.110; number 21, H, carries 0.135; number 22, H, carries 0.088; number 23, H, carries 0.106; number 24, H, carries 0.106; number 25, H, carries 0.132; number 26, C, carries -0.272; number 27, C, carries -0.185; number 28, C, carries -0.047; number 29, C, carries -0.071; number 30, C, carries -0.073; number 31, C, carries -0.064; number 32, C, carries -0.036; number 33, C, carries -0.044; number 34, C, carries -0.047; number 35, C, carries -0.228; number 36, C, carries -0.041; number 37, C, carries -0.078; number 38, C, carries -0.077; number 39, C, carries -0.074; number 40, C, carries -0.029; number 41, H, carries 0.145; number 42, H, carries 0.112; number 43, H, carries 0.107; number 44, H, carries 0.107; number 45, H, carries 0.110; number 46, H, carries 0.106; number 47, H, carries 0.087; number 48, H, carries 0.120; number 49, H, carries 0.107; number 50, H, carries 0.106; number 51, H, carries 0.106; number 52, H, carries 0.107; number 53, H, carries 0.104

(3)
C2H4Cl3N2 | the ωB97M-V functional and the def2-TZVPD basis

Last columns: bonded neighbours and bond lengths (Å).
Element x y z (Å)
1 C 0.2438 0.1697 0.3620  N3 1.373, N4 1.311, H8 1.071
2 C 4.9624 0.0070 0.1554  Cl5 1.704, Cl6 1.623, Cl7 1.686
3 N -1.0330 -0.1584 -0.0234  C1 1.373, H9 1.026, H10 1.003
4 N 1.2546 0.2499 -0.4684  C1 1.311, H11 1.064
5 Cl 4.8832 0.1670 -1.5394  C2 1.704
6 Cl 4.9487 -1.5054 0.7445  C2 1.623
7 Cl 5.0690 1.4221 1.0657  C2 1.686
8 H 0.3882 0.3580 1.4062  C1 1.071
9 H -1.7133 -0.6866 0.5337  N3 1.026
10 H -1.2075 -0.4591 -0.9647  N3 1.003
11 H 0.8658 0.1707 -1.4559  N4 1.064

Results
Energy relative to the best compared isomer or geometry (same formula, charge and spin), kcal/mol: 54.7
Highest occupied orbital energy, eV: -12.2
HOMO-LUMO gap, eV: 4.953
Total charge: +1
2S+1: 1
Total energy, eV: -42676.6872

Charges computed using Löwdin, reported in e: number 1, C, carries -0.357; number 2, C, carries -1.548; number 3, N, carries 0.066; number 4, N, carries 0.004; number 5, Cl, carries 0.782; number 6, Cl, carries 0.884; number 7, Cl, carries 0.824; number 8, H, carries 0.099; number 9, H, carries 0.108; number 10, H, carries 0.085; number 11, H, carries 0.053

(4)
C19H23Cl2NO | the ωB97M-V functional and the def2-TZVPD basis

Last columns: bonded neighbours and bond lengths (Å).
Element x y z (Å)
1 C -6.6589 -2.9599 -0.9044  H2 1.095, O3 1.406, H45 1.089, H46 1.095
2 H -7.2645 -2.2556 -1.4845  C1 1.095
3 O -6.2221 -2.3929 0.3053  C1 1.406, C4 1.365
4 C -5.4219 -1.2885 0.2547  O3 1.365, C5 1.395, C9 1.389
5 C -5.0197 -0.7716 1.4865  C4 1.395, C6 1.378, H44 1.079
6 C -4.2119 0.3434 1.5453  C5 1.378, C7 1.391, H43 1.081
7 C -3.7828 0.9796 0.3854  C6 1.391, C8 1.386, C12 1.502
8 C -4.1847 0.4572 -0.8339  C7 1.386, C9 1.385, H11 1.081
9 C -4.9960 -0.6628 -0.9103  C4 1.389, C8 1.385, H10 1.079
10 H -5.2871 -1.0332 -1.8809  C9 1.079
11 H -3.8633 0.9338 -1.7495  C8 1.081
12 C -2.8680 2.1690 0.4517  C7 1.502, H13 1.090, H14 1.092, C15 1.533
13 H -3.0413 2.7111 1.3818  C12 1.090
14 H -3.0726 2.8432 -0.3831  C12 1.092
15 C -1.4050 1.7171 0.3802  C12 1.533, H16 1.093, H17 1.093, C18 1.539
16 H -1.1791 1.0826 1.2414  C15 1.093
17 H -1.2806 1.1094 -0.5195  C15 1.093
18 C -0.4036 2.8853 0.3349  C15 1.539, N19 1.454, C38 1.528, H42 1.097
19 N 0.9562 2.4666 0.0377  C18 1.454, H20 1.016, C21 1.447
20 H 1.2534 1.7624 0.7068  N19 1.016
21 C 1.2131 2.0093 -1.3106  N19 1.447, H22 1.102, C23 1.537, H37 1.094
22 H 0.7345 1.0466 -1.5541  C21 1.102
23 C 2.7287 1.8792 -1.5328  C21 1.537, C24 1.498, H35 1.090, H36 1.091
24 C 3.3004 0.7724 -0.7002  C23 1.498, C25 1.391, C29 1.393
25 C 3.8766 1.0398 0.5371  C24 1.391, C26 1.383, H34 1.079
26 C 4.3781 0.0345 1.3429  C25 1.383, C27 1.386, H33 1.078
27 C 4.3069 -1.2787 0.9065  C26 1.386, C28 1.385, Cl32 1.726
28 C 3.7394 -1.5859 -0.3187  C27 1.385, C29 1.386, H31 1.078
29 C 3.2401 -0.5596 -1.1044  C24 1.393, C28 1.386, Cl30 1.730
30 Cl 2.5368 -0.9791 -2.6281  C29 1.730
31 H 3.6852 -2.6079 -0.6578  C28 1.078
32 Cl 4.9320 -2.5508 1.8921  C27 1.726
33 H 4.8214 0.2644 2.2986  C26 1.078
34 H 3.9273 2.0646 0.8721  C25 1.079
35 H 3.1972 2.8238 -1.2583  C23 1.090
36 H 2.9110 1.6833 -2.5900  C23 1.091
37 H 0.8195 2.7648 -1.9967  C21 1.094
38 C -0.3727 3.6511 1.6568  C18 1.528, H39 1.088, H40 1.086, H41 1.086
39 H -0.1561 2.9741 2.4802  C38 1.088
40 H -1.3235 4.1403 1.8453  C38 1.086
41 H 0.4065 4.4071 1.6178  C38 1.086
42 H -0.7012 3.5745 -0.4657  C18 1.097
43 H -3.9123 0.7316 2.5083  C6 1.081
44 H -5.3583 -1.2648 2.3840  C5 1.079
45 H -7.2725 -3.8151 -0.6251  C1 1.089
46 H -5.8176 -3.3039 -1.5154  C1 1.095

Results
Energy relative to the best compared isomer or geometry (same formula, charge and spin), kcal/mol: 1.4
Highest occupied orbital energy, eV: -8.2
HOMO-LUMO gap, eV: 8.931
SMILES string: COc1ccc(CC[C@@H](C)NCCc2ccc(Cl)cc2Cl)cc1
2S+1: 1
Total energy, eV: -48659.0526

Charges computed using Löwdin, reported in e: number 1, C, carries -0.096; number 2, H, carries 0.095; number 3, O, carries -0.089; number 4, C, carries -0.280; number 5, C, carries -0.002; number 6, C, carries -0.035; number 7, C, carries -0.251; number 8, C, carries -0.039; number 9, C, carries -0.021; number 10, H, carries 0.101; number 11, H, carries 0.115; number 12, C, carries -0.159; number 13, H, carries 0.108; number 14, H, carries 0.121; number 15, C, carries -0.153; number 16, H, carries 0.124; number 17, H, carries 0.109; number 18, C, carries -0.417; number 19, N, carries -0.041; number 20, H, carries 0.113; number 21, C, carries -0.229; number 22, H, carries 0.098; number 23, C, carries -0.163; number 24, C, carries -0.260; number 25, C, carries -0.038; number 26, C, carries -0.099; number 27, C, carries -0.677; number 28, C, carries -0.129; number 29, C, carries -0.595; number 30, Cl, carries 0.724; number 31, H, carries 0.103; number 32, Cl, carries 0.678; number 33, H, carries 0.105; number 34, H, carries 0.120; number 35, H, carries 0.117; number 36, H, carries 0.094; number 37, H, carries 0.123; number 38, C, carries -0.056; number 39, H, carries 0.079; number 40, H, carries 0.068; number 41, H, carries 0.075; number 42, H, carries 0.141; number 43, H, carries 0.115; number 44, H, carries 0.117; number 45, H, carries 0.092; number 46, H, carries 0.095